134
Properties=species:S:1:pos:R:3:forces:R:3 method="wB97M-V/def2-TZVPD" total_charge=+1 homo_ha="-0.3434 / -0.3434" total_energy_ev=-114524.262 e_lumo_ev="-2.86 / -2.86" spin_multiplicity=1 orbital_gap_ev="6.488 / 6.487"
Pt 0.185 -0.459 0.110 0.4 1.7 0.0
S -1.329 1.746 0.420 -0.3 0.8 0.6
P 1.808 1.234 0.801 0.5 -0.8 -0.1
P -0.877 0.056 -2.124 0.2 -1.2 -0.1
Si 0.672 -3.616 0.831 -0.1 -0.1 0.4
O -2.659 1.147 0.611 -0.9 -0.4 0.1
N -0.677 -1.589 2.217 0.3 0.3 -0.7
C 3.109 -4.670 1.943 0.0 0.1 0.0
C 4.155 -5.571 2.033 0.1 0.0 0.1
C 5.141 -0.622 3.372 0.0 0.0 0.0
C -3.942 5.687 -3.335 -0.1 0.2 0.0
C 2.851 -0.440 2.700 0.0 0.1 -0.2
C -1.915 4.377 -0.349 0.2 0.0 0.2
C -2.124 2.685 -2.069 -0.1 0.0 -0.5
C 3.814 -0.994 3.522 0.0 0.0 0.1
C 1.039 5.699 4.901 0.1 0.2 0.2
C -1.895 1.461 -2.747 0.1 0.0 0.2
C 4.185 1.609 -2.470 0.1 0.0 0.0
C -2.181 3.194 2.554 0.0 -0.3 -0.4
C -3.113 4.956 -2.323 0.2 -0.1 0.2
C 3.489 1.086 -1.397 -0.2 0.1 0.0
C 1.968 0.979 -4.924 0.1 0.0 -0.1
C 2.611 -0.236 -5.087 0.0 0.0 0.0
C -2.127 4.082 3.637 0.3 0.2 0.1
C 3.029 -7.024 0.500 0.1 -0.1 0.0
C 0.238 3.156 2.293 0.3 0.2 0.2
C 0.251 4.114 3.328 -0.1 -0.1 -0.1
C 3.198 0.488 1.724 -0.1 0.0 -0.1
C -0.900 4.566 4.003 -0.1 -0.1 -0.2
C -1.944 -2.148 -3.599 0.0 0.1 0.1
C 4.536 0.833 1.555 0.0 -0.1 0.0
C 3.047 3.706 -2.196 0.1 0.1 -0.2
C -0.734 -0.677 3.370 -0.2 0.4 0.2
C -2.143 -0.505 3.949 0.1 -0.2 0.1
C -2.846 3.657 -2.794 0.0 -0.2 0.2
C -0.492 5.544 5.064 -0.1 0.1 0.2
C -1.728 -5.185 0.354 0.0 0.0 0.2
C 1.984 -6.123 0.421 -0.1 0.0 0.0
C 2.358 3.195 -1.112 -0.1 -0.2 0.2
C -2.854 -1.852 3.988 -0.1 0.1 0.0
C 2.617 4.407 3.253 -0.2 0.2 0.2
C -1.058 2.763 1.888 0.2 -0.6 -0.2
C -0.036 -2.871 2.474 0.4 -0.6 -0.7
C -1.263 -5.404 -2.357 0.0 -0.2 -0.1
C 2.600 1.893 -0.687 0.0 0.2 0.0
C -4.155 -2.307 -1.927 0.0 0.0 0.0
C -4.149 4.677 -4.488 -0.2 0.1 -0.2
C -2.575 -5.948 -0.432 -0.1 -0.1 0.0
C -0.649 -4.501 -0.197 0.4 0.4 0.2
C -3.398 3.449 -4.069 0.3 -0.2 0.1
C 1.513 2.744 1.815 0.1 -0.2 0.0
C -2.057 -1.284 -2.516 0.1 0.0 -0.1
C 2.183 -1.348 -4.381 0.0 -0.1 0.0
C -2.351 -6.051 -1.794 0.1 0.0 0.0
C 5.498 0.281 2.384 0.1 0.0 0.0
C 0.881 1.089 -4.074 -0.1 0.0 0.1
C -1.730 3.083 -0.765 0.7 -0.3 0.2
C -2.590 5.339 -1.121 -0.2 0.0 -0.2
C -3.038 -2.382 2.561 0.3 0.0 -0.1
C -3.179 -1.359 -1.692 0.1 0.0 0.1
C -1.990 -1.769 1.608 -1.0 -0.3 0.1
C 2.004 -4.930 1.139 -0.4 0.4 -0.2
C 1.484 -2.168 -0.056 -1.2 1.2 0.1
C -3.174 2.251 -4.692 -0.1 0.2 0.0
C -2.410 1.287 -4.021 0.1 -0.1 0.2
C 4.119 -6.749 1.307 0.0 0.0 0.0
C -0.430 -4.640 -1.564 0.0 0.1 0.0
C -2.923 -3.100 -3.825 -0.2 0.0 -0.1
C -4.020 -3.191 -2.985 0.0 0.0 -0.1
C 1.109 -1.240 -3.518 0.0 0.1 0.1
C 2.643 3.393 2.287 -0.3 -0.1 -0.2
C 0.437 -0.029 -3.373 0.1 0.0 0.1
C 1.412 4.740 3.813 0.1 -0.3 -0.2
C 3.977 2.923 -2.861 -0.1 0.1 0.1
H -5.034 -2.351 -1.300 0.0 0.0 0.1
H -0.753 5.155 6.050 0.0 0.1 0.0
H -2.351 -0.791 1.287 0.1 -0.2 0.0
H -1.103 -2.072 -4.272 0.0 0.0 -0.1
H -2.972 -3.471 2.548 -0.1 0.0 0.0
H -3.558 2.035 -5.678 0.0 0.0 -0.1
H 1.310 6.718 4.619 0.0 0.0 0.1
H 2.871 4.724 -2.510 0.0 0.1 -0.1
H 2.319 1.840 -5.469 0.0 0.2 0.0
H -3.823 -1.749 4.477 0.0 -0.1 0.1
H -2.263 -2.551 4.586 0.0 0.0 0.0
H -2.727 6.334 -0.727 0.0 0.1 0.1
H -3.003 -6.645 -2.417 -0.1 -0.1 0.0
H -3.426 6.585 -3.678 0.0 0.0 0.0
H -3.393 -6.488 0.024 -0.1 0.0 0.0
H -0.357 0.311 3.072 0.1 -0.1 0.0
H -1.901 -5.143 1.420 -0.1 0.0 0.1
H -4.889 6.008 -2.898 0.0 0.0 0.0
H -3.134 2.842 2.190 -0.2 -0.1 0.0
H 0.797 -2.727 3.160 0.1 0.0 0.1
H 3.454 -0.319 -5.756 0.1 0.0 -0.1
H 2.997 -7.938 -0.076 0.0 -0.1 0.0
H 4.836 1.519 0.775 0.0 0.1 0.0
H 0.380 2.042 -3.960 0.0 0.0 0.0
H -3.779 5.064 -5.438 0.0 0.0 0.0
H -1.566 4.677 0.625 0.0 0.0 0.1
H 1.573 5.466 5.823 0.0 0.1 0.0
H -1.887 -2.411 0.729 0.0 0.2 0.0
H -0.074 -1.065 4.151 0.0 0.0 -0.1
H -2.058 -0.085 4.953 0.0 0.1 -0.1
H 3.537 4.880 3.559 0.1 0.0 0.1
H -1.038 -5.520 -3.405 -0.1 0.0 -0.2
H -2.718 0.195 3.338 0.0 0.1 0.0
H 4.540 3.338 -3.683 0.1 0.0 -0.1
H -3.035 4.391 4.127 -0.1 0.0 0.1
H 1.698 -2.363 -1.106 0.0 0.0 0.0
H -2.211 0.356 -4.537 0.0 -0.1 0.0
H 3.641 0.061 -1.090 0.1 -0.1 0.0
H 3.533 -1.713 4.278 0.0 -0.1 0.1
H 2.687 -2.295 -4.507 0.0 -0.1 0.0
H 2.426 -1.895 0.422 0.0 0.0 0.1
H 4.939 -7.450 1.367 0.1 -0.1 0.0
H -1.013 6.496 4.947 0.0 0.0 0.0
H 0.780 -2.094 -2.945 0.0 -0.1 0.0
H 1.816 -0.733 2.781 -0.1 0.0 0.1
H 5.895 -1.045 4.017 0.1 -0.1 0.1
H -0.729 -3.565 2.955 0.0 -0.2 0.2
H -4.782 -3.938 -3.151 0.0 -0.1 -0.1
H -5.206 4.446 -4.625 0.0 0.0 -0.1
H 1.644 3.809 -0.578 0.0 0.1 0.0
H 3.157 -3.743 2.497 0.1 0.2 0.1
H -2.836 -3.761 -4.676 0.0 -0.1 0.0
H -3.289 -0.654 -0.879 0.0 0.0 0.1
H 5.006 -5.351 2.661 0.1 0.0 0.1
H 4.906 0.999 -2.993 0.0 -0.1 -0.1
H 0.423 -4.154 -2.012 0.2 0.1 -0.2
H 3.607 3.103 1.897 0.1 0.0 0.0
H -4.025 -2.121 2.177 0.0 0.0 0.0
H 1.140 -6.344 -0.216 -0.1 -0.1 -0.1
H 6.533 0.562 2.261 0.1 0.0 0.0